# 1
DFT (ωB97M-V/def2-TZVPD) results for a molecular structure, C10H46O13 at a distorted geometry.

Energy in eV: -37709.3208
Orbital gap in eV: 5.91

Structure (XYZ):
```
69
C10H46O13 | OMol25 | ωB97M-V/def2-TZVPD
O 4.0699 1.7589 -12.9068
H 4.9411 1.3650 -12.8612
H 3.4971 1.1252 -12.4748
O 0.5717 2.3395 -16.3881
H 0.7635 2.9812 -15.7042
H 1.2596 1.6800 -16.2981
O 3.2551 -0.2636 -12.3762
H 4.1650 -0.1373 -12.1073
H 2.9238 -0.9439 -11.7901
O 2.2754 1.0438 -16.2883
H 3.0287 0.5748 -15.9295
H 1.7810 0.3759 -16.7635
O 1.9826 -1.9474 -11.5865
H 2.6121 -2.6436 -11.3987
H 1.1930 -2.4080 -11.8704
O 1.2301 -0.4032 -10.2879
H 1.2976 -1.1664 -10.8616
H 1.8200 -0.5976 -9.5595
O -0.5310 0.7638 -10.3757
H -0.2046 1.5183 -10.8660
H 0.2525 0.2534 -10.1711
O 2.4921 2.7247 -13.7642
H 2.0218 1.9592 -13.4339
H 3.3753 2.6366 -13.4059
C -2.6523 0.6059 -14.6512
C -2.8699 2.0799 -14.8375
O -3.6037 2.3988 -13.6995
H -3.5838 0.0581 -14.5080
H -1.9623 0.3768 -13.8392
H -2.1855 0.2150 -15.5553
H -3.3184 2.3288 -15.7993
H -1.8762 2.5268 -14.8061
H -3.5955 3.3584 -13.7263
C 0.4481 0.5764 -14.1450
C 0.7409 0.4515 -12.6695
O 1.8770 1.1741 -12.1803
H 1.3726 0.8391 -14.6593
H -0.2224 1.3973 -14.3990
H 0.2012 -0.4159 -14.5225
H 0.9735 -0.5989 -12.4948
H -0.1595 0.6476 -12.0872
H 2.5474 0.5227 -11.9616
C 3.2867 1.0515 -9.9366
C 4.0336 2.3290 -9.5604
O 5.2228 1.8148 -9.0774
H 3.1339 0.3933 -9.0813
H 3.7167 0.5376 -10.7963
H 2.2552 1.1598 -10.2717
H 3.5603 2.9416 -8.7931
H 4.1928 3.0439 -10.3677
H 5.8683 2.5203 -8.9927
C -0.7644 4.3679 -15.2276
C 0.3326 3.8415 -14.2846
O 1.5824 3.6718 -14.9786
H -1.7214 4.5861 -14.7536
H -0.9393 3.7236 -16.0892
H -0.4514 5.2971 -15.7037
H 0.0820 2.9093 -13.7782
H 0.3756 4.5093 -13.4242
H 2.1704 3.4000 -14.2701
C -1.0034 -1.1119 -15.9028
C -0.5692 -2.4750 -15.3168
O -1.4530 -2.9404 -14.2883
H -0.1681 -0.9156 -16.5750
H -0.9401 -0.3428 -15.1330
H -1.8778 -0.9866 -16.5414
H 0.4122 -2.3245 -14.8670
H -0.4724 -3.3026 -16.0194
H -1.4937 -2.2683 -13.6040
```

# 2
DFT (ωB97M-V/def2-TZVPD) results for 14 unconnected molecules or ions with the total composition C10H48O19 at a distorted geometry.

Energy in eV: -50047.7015
Orbital gap in eV: 9.33

Structure (XYZ):
```
77
C10H48O19 | OMol25 | ωB97M-V/def2-TZVPD
O 11.7070 -17.1800 -23.0600
H 11.2840 -17.7130 -22.3930
H 11.3740 -16.2720 -22.8990
O 13.2010 -17.5320 -19.0840
H 13.6410 -17.2820 -19.8770
H 13.4540 -18.4650 -19.0640
O 13.9300 -16.8400 -21.6360
H 13.0520 -16.9660 -22.0030
H 14.2350 -15.9210 -21.8050
O 13.8640 -19.6370 -21.9930
H 13.2220 -19.7010 -21.3330
H 13.8630 -18.7010 -22.1510
O 13.5110 -20.1630 -19.2930
H 12.6480 -20.4190 -19.0050
H 13.8850 -20.9660 -19.4450
O 10.7800 -20.3890 -18.5080
H 10.1100 -20.8910 -18.9540
H 10.4640 -19.4750 -18.3290
O 11.3840 -18.5910 -20.8810
H 11.0110 -19.4400 -20.8150
H 11.6060 -18.3360 -19.9930
O 10.4960 -17.7320 -18.1920
H 10.3460 -16.8780 -17.7820
H 9.9840 -17.6380 -19.0020
O 9.4850 -20.6840 -20.9210
H 9.2880 -21.1760 -21.6970
H 8.6970 -20.6190 -20.4360
C 13.5930 -23.1180 -21.0380
C 12.1810 -22.8340 -21.2890
O 11.8850 -22.9960 -22.6450
O 13.9200 -23.0610 -19.6140
H 14.2020 -22.4750 -21.6130
H 13.8020 -24.1630 -21.4290
H 11.9460 -21.7590 -21.1540
H 11.5110 -23.5190 -20.7510
H 12.5820 -22.5460 -23.0900
H 13.6120 -23.8980 -19.2160
C 7.4920 -19.0550 -23.2580
C 6.4170 -18.4800 -22.4010
O 5.1480 -18.6040 -23.0440
O 8.7590 -18.7350 -22.8440
H 7.3500 -18.7000 -24.2450
H 7.5080 -20.1320 -23.2130
H 6.5510 -17.3900 -22.1500
H 6.3570 -18.9370 -21.4720
H 4.6300 -17.8610 -22.7820
H 9.3850 -19.3260 -23.2600
C 10.1800 -19.7320 -25.8170
C 10.1550 -20.8360 -24.8030
O 10.7270 -20.3270 -23.6300
O 9.4420 -20.1390 -27.0070
H 11.2500 -19.4270 -26.1640
H 9.8240 -18.8250 -25.3040
H 10.7430 -21.6690 -25.0590
H 9.1810 -21.2980 -24.6920
H 11.6140 -20.0570 -23.8580
H 8.5800 -20.3190 -26.7470
C 8.4120 -14.9100 -20.0880
C 8.7990 -16.1070 -20.9960
O 8.6700 -17.3460 -20.3240
O 8.9840 -13.7010 -20.6200
H 8.8590 -15.0010 -19.1390
H 7.3140 -14.8040 -20.0100
H 9.8910 -16.0630 -21.2280
H 8.3310 -16.0740 -21.9800
H 8.6840 -17.9850 -21.0500
H 8.3340 -13.3670 -21.2060
C 11.8140 -14.5410 -18.3000
C 12.4060 -14.7540 -19.7050
O 12.0040 -13.7270 -20.4650
O 12.4620 -15.4750 -17.4950
H 10.7780 -14.5970 -18.2720
H 12.0420 -13.6010 -17.8270
H 12.0510 -15.6630 -20.2620
H 13.4890 -14.7180 -19.7420
H 12.4830 -12.9700 -20.2250
H 12.7180 -16.2160 -18.0830
```